This record from OMol25 describes C13H7Cl3O2RhS as an isolated structure at a distorted geometry. The level of theory is wB97M-V/def2-TZVPD.

Last column: Mulliken charge in e.
Positions of all 27 atoms, in Å:
Rh -0.2975 0.9169 0.9296  0.4507
Cl 1.5918 2.2476 0.5518  -0.0584
C 0.8781 3.8587 0.4115  0.9786
C 1.5766 4.8484 -0.2424  -0.8451
C 0.9783 6.0953 -0.3355  -0.3067
C -0.2765 6.3131 0.2178  -0.7111
C -0.9393 5.2880 0.8711  0.4865
Cl -2.4891 5.5726 1.5765  -0.2003
C -0.3693 4.0212 0.9807  0.0431
S -1.2163 2.7321 1.8480  -0.0977
H 2.5512 4.6538 -0.6683  0.4498
H 1.4939 6.9007 -0.8391  0.3868
H -0.7540 7.2797 0.1383  0.4268
Cl -7.0340 -0.3570 -1.1184  -0.1745
C -5.3614 0.0135 -0.9014  0.0873
C -4.7209 0.8853 -1.8037  -0.5088
C -3.3917 1.2001 -1.6691  -0.5114
C -2.6363 0.6510 -0.6271  0.9271
O -1.3377 0.9235 -0.6217  -0.7599
C -3.2851 -0.1953 0.2924  0.5015
C -2.5792 -0.7616 1.3626  0.1963
O -1.3848 -0.5092 1.6730  -0.6751
C -4.6575 -0.5209 0.1313  -0.8486
H -5.2965 1.3146 -2.6133  0.4292
H -2.8944 1.8640 -2.3628  0.4627
H -3.0848 -1.5044 1.9823  0.4661
H -5.1397 -1.1867 0.8359  0.4050

## Properties
LUMO energy: -5.26 eV
HOMO-LUMO gap: 6.67 eV
Molar mass: 436.53 g mol⁻¹
E_tot: -69092.6672 eV
Charge: +1
HOMO: -11.94 eV